No. 1
ORCA calculation (ωB97M-V with the def2-TZVPD basis set) on a structure of composition C34H30BN4O6Tb at a distorted geometry.

Summary:
* expectation value of S²: 12.70
* HOMO level (spin up / spin down): -9.04 / -9.04 eV
* ΔE to the lowest compared entry with this formula, charge and spin: 2.1 kcal/mol

```
! RIJCOSX wB97M-V def2-TZVPD def2/J DEFGRID3
* xyz 0 7
Tb 0.7994 0.3538 1.1272
O 0.1879 -1.7898 -0.9520
C 1.1364 -2.7674 -0.4837
C 1.4252 -2.0504 0.8481
O 2.4206 -1.2769 0.9327
O 0.4360 -1.8704 1.6150
C 2.3454 -2.8758 -1.3901
C 3.2055 -3.9643 -1.2677
C 4.3162 -4.0777 -2.0864
C 4.5753 -3.1082 -3.0471
C 3.7290 -2.0200 -3.1664
C 2.6232 -1.8946 -2.3348
C 0.4509 -4.1064 -0.2653
C -0.3949 -4.6127 -1.2424
C -0.9927 -5.8527 -1.0801
C -0.7449 -6.6025 0.0605
C 0.1002 -6.1039 1.0402
C 0.6920 -4.8592 0.8771
H 0.2343 -1.6438 -1.9064
H 3.0000 -4.7383 -0.5394
H 4.9755 -4.9295 -1.9816
H 5.4346 -3.2047 -3.6979
H 3.9286 -1.2533 -3.9035
H 2.0085 -1.0052 -2.4170
H -0.5966 -4.0325 -2.1346
H -1.6547 -6.2328 -1.8473
H -1.2142 -7.5698 0.1856
H 0.2955 -6.6724 1.9398
H 1.3349 -4.4768 1.6615
O -1.3746 1.3345 0.3198
C -1.4347 1.7572 -1.0659
C -0.1544 1.1281 -1.6991
O -0.1722 0.6405 -2.8098
O 0.8636 1.1658 -0.9037
C -1.3584 3.2753 -1.1158
C -0.3484 3.9567 -1.7775
C -0.3146 5.3461 -1.7561
C -1.2777 6.0604 -1.0638
C -2.2995 5.3832 -0.4096
C -2.3449 3.9999 -0.4510
C -2.6997 1.2323 -1.7137
C -3.5086 0.3027 -1.0796
C -4.6603 -0.1626 -1.7064
C -5.0036 0.2938 -2.9656
C -4.1885 1.2214 -3.6065
C -3.0452 1.6872 -2.9838
H -1.8218 1.9722 0.8907
H 0.4225 3.4137 -2.3095
H 0.4763 5.8670 -2.2800
H -1.2414 7.1417 -1.0406
H -3.0695 5.9284 0.1197
H -3.1762 3.4861 0.0230
H -3.2417 -0.0699 -0.1003
H -5.2840 -0.8888 -1.2012
H -5.9002 -0.0685 -3.4513
H -4.4415 1.5835 -4.5943
H -2.4134 2.4059 -3.4900
B -0.2685 1.3191 3.7916
N 0.0275 2.6917 3.1391
C -0.1955 3.9489 3.5473
C 0.3075 4.8152 2.5962
C 0.8242 3.9786 1.6038
N 0.6595 2.7047 1.9440
N 1.0635 0.6711 4.2265
C 1.4759 0.1858 5.4021
C 2.7631 -0.2988 5.2452
C 3.0464 -0.0964 3.8938
N 2.0279 0.5095 3.2896
H -1.0164 1.4285 4.7207
H -0.7989 0.5992 2.9337
H -0.6923 4.1323 4.4852
H 0.2918 5.8902 2.6150
H 1.2920 4.2248 0.6649
H 0.8258 0.2350 6.2592
H 3.3967 -0.7404 5.9934
H 3.9255 -0.3545 3.3263
*
```


No. 2
ORCA calculation (ωB97M-V with the def2-TZVPD basis set) on a structure of composition C45H55BrIMnN2O6PS2Si.

Summary:
* expectation value of S²: 8.92
* HOMO level (spin up / spin down): -0.43 / -2.68 eV

```
! RIJCOSX wB97M-V def2-TZVPD def2/J DEFGRID3
* xyz -2 6
Mn -0.7605 0.4492 -0.7844
I -1.2320 2.7299 1.2779
C -2.5001 3.5068 -0.1870
C -3.4302 4.4343 0.1947
C -4.2368 5.0673 -0.7676
C -4.0448 4.7875 -2.0854
C -3.0753 3.8435 -2.4998
C -2.8637 3.6185 -3.8777
C -1.9052 2.7378 -4.2793
C -1.1867 1.9929 -3.3293
C -1.4011 2.0997 -1.9741
C -2.3056 3.1232 -1.5424
H -3.5365 4.6904 1.2389
H -4.9838 5.7868 -0.4548
H -4.6327 5.2835 -2.8479
H -3.4752 4.1526 -4.5941
H -1.7249 2.5640 -5.3327
H -0.4880 1.2514 -3.6993
C -5.0825 0.3540 -0.4109
C -3.7041 0.0956 -0.9709
N -2.6627 0.2154 -0.3193
H -5.7034 -0.5391 -0.4177
H -5.5933 1.1186 -0.9964
H -4.9401 0.7059 0.6096
C -2.0361 -3.4719 -1.4937
P -1.1922 -2.4496 -0.2212
C 0.0659 -3.6722 0.3427
C -2.3792 -2.5672 1.1597
C -3.7464 -2.7304 0.9511
C -4.6275 -2.7398 2.0200
C -4.1573 -2.5845 3.3154
C -2.7986 -2.4059 3.5314
C -1.9199 -2.3895 2.4631
H -2.9183 -2.9684 -1.8856
H -2.3186 -4.4516 -1.0977
H -1.3459 -3.5929 -2.3294
H -0.3961 -4.5719 0.7526
H 0.7115 -3.2013 1.0825
H 0.6804 -3.9430 -0.5175
H -4.1410 -2.8254 -0.0518
H -5.6878 -2.8544 1.8339
H -4.8484 -2.5847 4.1509
H -2.4199 -2.2586 4.5357
H -0.8672 -2.1920 2.6293
C 3.9252 -2.0947 0.2591
C 4.7224 -0.8769 0.7193
C 5.7275 -1.2656 1.8027
C 5.4379 -0.2316 -0.4671
O 3.8532 0.1162 1.2238
Si 2.5520 0.0061 2.2303
S 0.7503 -0.3392 1.3353
O 2.6268 1.3636 3.1675
C 3.0987 2.6719 2.9135
C 3.1107 2.9960 1.4240
C 4.5173 2.7714 3.4797
C 2.1573 3.6210 3.6544
O 2.9309 -1.2331 3.2647
C 2.6596 -1.3982 4.6354
C 3.6591 -0.5776 5.4501
C 2.8428 -2.8902 4.9252
C 1.2272 -0.9692 4.9544
H 4.5840 -2.8229 -0.2191
H 3.1658 -1.7847 -0.4522
H 3.4306 -2.5680 1.1056
H 6.4780 -1.9468 1.3973
H 5.2177 -1.7482 2.6331
H 6.2314 -0.3732 2.1740
H 6.1393 -0.9294 -0.9248
H 5.9857 0.6511 -0.1362
H 4.7109 0.0744 -1.2138
H 3.7666 2.3158 0.8874
H 3.4569 4.0199 1.2743
H 2.1118 2.9073 1.0032
H 5.1541 2.0359 2.9918
H 4.5129 2.5706 4.5515
H 4.9341 3.7646 3.3119
H 1.1548 3.5529 3.2370
H 2.4987 4.6522 3.5714
H 2.1113 3.3477 4.7091
H 4.6775 -0.8888 5.2149
H 3.4888 -0.7132 6.5191
H 3.5531 0.4734 5.2025
H 3.8393 -3.2063 4.6195
H 2.1127 -3.4689 4.3625
H 2.7175 -3.1012 5.9879
H 1.0964 0.0940 4.7686
H 0.9914 -1.1805 5.9995
H 0.5281 -1.5096 4.3168
O -6.0509 -1.3949 -2.6067
S -5.1635 -0.4430 -3.2438
O -5.7493 0.8517 -3.5065
N -3.7352 -0.2791 -2.3863
C -2.5994 -0.7388 -3.1234
O -1.4327 -0.7438 -2.6627
C -2.9969 -1.2003 -4.3994
C -2.1919 -1.7721 -5.4206
C -2.7865 -2.2502 -6.5547
C -4.1913 -2.1975 -6.7469
C -4.9921 -1.6324 -5.7631
C -4.3933 -1.1270 -4.6325
H -1.1215 -1.8210 -5.2801
H -2.1689 -2.6870 -7.3310
H -4.6327 -2.5980 -7.6491
H -6.0658 -1.5804 -5.8813
Br 4.9780 1.3804 -4.1903
C 3.3962 1.2013 -3.1268
C 2.7716 -0.0279 -3.0405
C 1.6311 -0.1406 -2.2572
C 1.0753 0.9444 -1.5650
C 1.7567 2.1602 -1.6913
C 2.9102 2.3006 -2.4489
H 3.1665 -0.8829 -3.5746
H 1.1603 -1.1212 -2.2004
H 1.3736 3.0402 -1.1839
H 3.4159 3.2564 -2.5199
*
```


No. 3
ORCA calculation (ωB97M-V with the def2-TZVPD basis set) on a structure of composition C38H36Cl2CoN9O5S2 at a distorted geometry.

Summary:
* expectation value of S²: 6.03
* HOMO level (spin up / spin down): -8.39 / -8.50 eV

```
! RIJCOSX wB97M-V def2-TZVPD def2/J DEFGRID3
* xyz 0 5
Co 1.7504 1.1276 -0.3489
O 4.3197 -4.3723 -0.3725
C 4.2795 -3.9898 0.8706
O 4.7576 -4.6088 1.7841
C 3.5545 -2.6861 1.1727
C 3.3896 -2.1956 2.4540
Cl 3.8022 -2.7858 4.0228
N 2.7176 -1.0225 2.3688
N 2.4132 -0.7372 1.0955
C 2.9633 -1.6949 0.3483
C 2.6945 -1.6532 -1.1384
O 3.0673 -2.5888 -1.8294
O 1.9589 -0.6561 -1.5119
C 1.9137 -0.4606 3.3580
C 0.7345 -1.0910 3.7641
C -0.1011 -0.4336 4.6351
C 0.2575 0.8009 5.1798
C 1.4836 1.3664 4.8706
C 2.3045 0.7315 3.9530
H 3.8228 -3.7163 -0.9854
H 0.4539 -2.0916 3.3759
H -1.0552 -0.8472 4.9312
H -0.3703 1.3710 5.8749
H 1.7840 2.3353 5.2647
H 3.2583 1.1671 3.6034
S 4.1592 1.4326 -0.9113
C 4.5544 2.8540 -0.0576
C 5.7369 3.5730 -0.3998
C 6.0921 4.7504 0.1878
C 7.1436 5.5978 -0.3678
N 7.9637 6.1986 -0.8950
C 5.2842 5.3060 1.2380
C 4.1718 4.6153 1.6669
C 3.7731 3.4304 0.9950
S 2.1927 2.8130 1.3754
C 5.6003 6.5293 1.9287
N 5.7775 7.5637 2.4014
H 6.3156 3.1959 -1.2274
H 3.5845 5.0299 2.4734
C -4.4467 -3.5910 2.3764
C -4.8934 -2.3480 1.6593
C -5.0759 -1.1995 2.6150
C -6.2803 -2.7036 1.0438
C -3.8340 -1.8900 0.5262
O -4.1533 -0.5616 0.1010
C -3.8603 -2.8584 -0.6576
C -2.7521 -2.8501 -1.7119
C -2.7913 -1.6624 -2.6723
C -1.6189 -1.0879 -3.1698
C -1.6690 -0.0997 -4.1031
C -2.9179 0.3697 -4.5446
Cl -2.9736 1.6532 -5.7754
C -4.1112 -0.1724 -4.0590
C -4.0245 -1.1885 -3.1330
C -2.4500 -1.8470 1.2830
N -1.7131 -0.6410 1.0587
C -0.7018 -0.5050 0.2572
N -0.2505 0.7385 0.2943
C -1.1055 1.3304 1.2123
N -2.0203 0.5401 1.6689
H -5.0803 -3.8120 3.2363
H -3.4290 -3.5347 2.8073
H -4.5505 -4.5151 1.7253
H -5.7723 -1.5392 3.3253
H -5.5450 -0.3187 2.0924
H -4.1357 -0.9155 3.1311
H -6.8953 -3.0559 1.9101
H -6.2366 -3.5349 0.3162
H -6.8158 -1.8299 0.7012
H -4.1922 -0.6048 -0.8185
H -4.8211 -2.7072 -1.1802
H -3.8787 -3.8617 -0.1924
H -2.8245 -3.7658 -2.2939
H -1.8350 -2.9862 -1.1494
H -0.6789 -1.5390 -2.9246
H -0.7947 0.2935 -4.5413
H -5.0855 0.2224 -4.4214
H -4.9328 -1.7141 -2.8263
H -1.8175 -2.6653 0.8725
H -2.5151 -1.9527 2.3526
H -0.2877 -1.3040 -0.3902
H -1.0011 2.3401 1.6267
C 0.9314 3.7405 -5.1779
N 1.4163 2.4648 -4.5948
C 2.5396 1.8377 -5.3037
C 1.2932 2.2851 -3.2722
N 1.2477 2.1306 -2.1426
H 1.6652 4.5664 -5.0156
H -0.0203 4.0553 -4.6735
H 0.7395 3.5290 -6.2185
H 3.3927 2.5093 -5.2685
H 2.2664 1.6594 -6.3728
H 2.7929 0.9389 -4.7367
*
```


No. 4
ORCA calculation (ωB97M-V with the def2-TZVPD basis set) on a cluster of 11 separate species, C25H43B2Cl30N3O8S2 in total at a distorted geometry.

Summary:
* HOMO level: -9.21 eV
* SMILES: CCOCCOCCOC[C@@H](CO[C@](S)(N=C=S)B(O)OCC)N(CNC)B(O)O.ClC(Cl)Cl.ClC(Cl)Cl.ClC(Cl)Cl.ClC(Cl)Cl.ClC(Cl)Cl.ClC(Cl)Cl.ClC(Cl)Cl.ClC(Cl)Cl.ClC(Cl)Cl.ClC(Cl)Cl

```
! RIJCOSX wB97M-V def2-TZVPD def2/J DEFGRID3
* xyz 0 1
C -6.1497 3.1838 7.9751
C -6.6923 2.7979 6.5985
O -5.9228 3.4164 5.5796
C -5.8543 2.6148 4.4160
C -5.1364 3.3814 3.3224
O -4.9897 2.5186 2.2124
C -3.6761 2.4796 1.6760
C -2.7528 1.6198 2.5376
O -2.3193 0.4525 1.8355
C -1.5676 -0.3864 2.6934
C -0.4020 -1.0949 2.0018
C -0.6856 -1.3986 0.5406
O -1.9495 -2.0344 0.3910
C -1.9483 -3.3528 0.0087
S -1.2071 -4.5159 1.2470
N -1.3069 -3.5245 -1.3263
C -0.3638 -4.2754 -1.4645
S 0.8912 -5.1335 -1.7890
B -3.4888 -3.7928 -0.0922
O -4.0057 -4.3076 -1.2656
O -4.2973 -3.6729 1.0000
C -4.9602 -4.9071 1.3203
C -6.4018 -4.9684 0.8533
N 0.9101 -0.4435 2.1493
C 1.5287 -0.7438 3.4524
N 2.9122 -0.3377 3.4448
C 3.9091 -1.4020 3.5592
B 0.9464 0.9622 1.7918
O 1.1270 1.9684 2.7238
O 0.7937 1.3591 0.4648
H -5.8373 2.3091 8.5416
H -5.2642 3.8052 7.8535
H -6.8685 3.7494 8.5610
H -7.7228 3.1578 6.5317
H -6.6903 1.7140 6.4805
H -6.8732 2.4203 4.0691
H -5.3235 1.6784 4.6105
H -5.7785 4.2160 3.0274
H -4.1941 3.7976 3.6841
H -3.6818 2.1453 0.6430
H -3.2872 3.5008 1.7141
H -1.8534 2.1913 2.7903
H -3.2838 1.3012 3.4370
H -2.2496 -1.1635 3.0628
H -1.2229 0.1405 3.5884
H -0.3160 -2.0667 2.4940
H -0.6801 -0.4885 -0.0525
H 0.1451 -1.9981 0.1649
H -1.9133 -4.0686 2.2915
H -3.4840 -5.0565 -1.5740
H -4.4302 -5.7689 0.9086
H -4.9446 -5.0340 2.4015
H -6.9751 -5.6248 1.5085
H -6.5100 -5.3464 -0.1612
H -6.8784 -3.9930 0.9008
H 1.4120 -1.8121 3.6358
H 0.9818 -0.2236 4.2528
H 3.0835 0.4102 4.0946
H 4.4554 -1.3522 4.5011
H 3.4648 -2.3885 3.4505
H 4.6435 -1.3026 2.7581
H 0.6094 1.8160 3.5196
H 1.6573 1.3269 0.0400
Cl -4.9495 -0.8746 0.3397
C -6.5431 -0.8373 -0.4017
Cl -7.7992 -1.2922 0.7570
Cl -6.8897 0.7605 -1.0711
H -6.5578 -1.5501 -1.2163
Cl 0.9675 4.2053 -2.6093
C -0.5758 3.4240 -2.2663
Cl -1.8078 4.5874 -1.7893
Cl -1.1122 2.5114 -3.6829
H -0.4284 2.7268 -1.4494
Cl 3.9270 5.1009 -3.5208
C 5.1007 3.8396 -3.1432
Cl 4.6341 2.9442 -1.6955
Cl 5.2639 2.7460 -4.5162
H 6.0555 4.3105 -2.9541
Cl 7.0813 7.5747 -1.9322
C 6.7850 6.5829 -0.5034
Cl 5.0691 6.5579 -0.1027
Cl 7.3947 4.9438 -0.7500
H 7.3204 7.0188 0.3290
Cl -5.7294 -3.3577 -5.4098
C -5.8324 -4.6421 -4.2074
Cl -7.4543 -4.7145 -3.5110
Cl -5.3841 -6.1987 -4.9096
H -5.1361 -4.4164 -3.4099
Cl 8.5953 1.3610 -8.4151
C 7.0516 2.1021 -7.9891
Cl 7.0838 3.8380 -8.2918
Cl 5.7242 1.3369 -8.8636
H 6.8888 1.9507 -6.9303
Cl 6.5673 -4.7475 -0.9826
C 5.0457 -5.5398 -0.5859
Cl 4.1017 -4.5538 0.5302
Cl 4.0954 -5.8933 -2.0397
H 5.2716 -6.4795 -0.1011
Cl 10.7915 0.4342 -0.8761
C 10.2772 2.0188 -1.4498
Cl 8.5370 2.0372 -1.7522
Cl 10.7315 3.2786 -0.3031
H 10.7812 2.2184 -2.3856
Cl 8.9568 -3.9651 -4.3931
C 7.3671 -4.1278 -5.1476
Cl 6.2906 -5.0811 -4.1284
Cl 6.6709 -2.5419 -5.4804
H 7.4941 -4.6435 -6.0895
Cl 2.8991 2.4939 -6.8035
C 1.3771 3.2386 -6.3061
Cl 1.4064 4.9770 -6.5993
Cl 0.0123 2.4880 -7.1341
H 1.2533 3.0804 -5.2418
*
```


No. 5
ORCA calculation (ωB97M-V with the def2-TZVPD basis set) on a cluster of 2 separate species, CH3Cl2FSi in total at a distorted geometry.

Summary:
* HOMO level: -8.24 eV
* ΔE to the lowest compared entry with this formula, charge and spin: 153.2 kcal/mol
* SMILES: F/C=[SiH]\Cl.Cl

```
! RIJCOSX wB97M-V def2-TZVPD def2/J DEFGRID3
* xyz 0 1
F -0.7131 -2.9608 -2.1686
C 0.3420 -2.1415 -2.0296
Si 0.1181 -0.3747 -2.2770
Cl -1.6628 0.3049 -2.9224
H 1.1012 -2.8058 -1.6747
H 1.3000 0.4477 -2.4639
Cl -1.3586 1.3962 1.0373
H -2.2916 0.7327 0.2902
*
```


No. 6
ORCA calculation (ωB97M-V with the def2-TZVPD basis set) on a structure of composition C7H25BF5NO2P2TeV at a distorted geometry.

Summary:
* expectation value of S²: 6.02
* HOMO level (spin up / spin down): -12.21 / -12.63 eV
* ΔE to the lowest compared entry with this formula, charge and spin: 0.0 kcal/mol

```
! RIJCOSX wB97M-V def2-TZVPD def2/J DEFGRID3
* xyz 1 5
V -0.2034 0.1988 0.0911
H 1.4942 -2.9415 -0.7215
H 1.8968 -0.7076 -0.3924
P -0.3807 0.2896 -2.3246
P 0.1757 -0.6127 2.3119
C -1.3825 -1.3178 2.9309
H -1.3010 -1.6016 3.9887
H -2.1614 -0.5568 2.7917
H -1.5956 -2.1974 2.3138
C 1.4415 -1.8505 2.7309
H 2.4338 -1.4136 2.5619
H 1.3498 -2.1496 3.7842
H 1.2945 -2.7148 2.0730
C 0.4535 0.6887 3.5543
H -0.3421 1.4338 3.4299
H 0.4397 0.2797 4.5748
H 1.4280 1.1409 3.3382
C -0.1476 -1.2013 -3.3400
H -0.4347 -1.0176 -4.3846
H 0.8948 -1.5353 -3.2780
H -0.8064 -1.9571 -2.8981
C -2.0607 0.8107 -2.7885
H -2.2293 1.8057 -2.3617
H -2.1789 0.8301 -3.8814
H -2.7573 0.0983 -2.3344
C 0.5943 1.5562 -3.1966
H 1.6547 1.2868 -3.1327
H 0.2878 1.6350 -4.2498
H 0.4037 2.5060 -2.6813
C 0.8493 1.8022 0.2563
O 1.4979 2.7725 0.3490
H 3.2479 -0.6063 -1.4047
H 3.4543 -0.9033 0.2188
H 3.3833 -3.2975 -0.0154
H 3.0848 -2.9261 -2.0146
B 2.7065 -2.6929 -0.8584
N 2.8570 -1.1078 -0.5829
H 0.3321 -1.2334 -0.2100
F -4.1788 2.1301 -0.4795
Te -2.8333 2.4738 0.8302
F -3.5093 4.2441 1.1246
F -1.6913 3.1838 -0.5607
F -1.3972 2.8590 2.0543
F -3.8759 1.7281 2.2500
O -2.1881 0.7885 0.5333
*
```


No. 7
ORCA calculation (ωB97M-V with the def2-TZVPD basis set) on a cluster of 2 separate species, C3H9NO3S in total at a distorted geometry.

Summary:
* HOMO level (spin up / spin down): -7.72 / -6.87 eV
* ΔE to the lowest compared entry with this formula, charge and spin: 121.6 kcal/mol

```
! RIJCOSX wB97M-V def2-TZVPD def2/J DEFGRID3
* xyz 0 1
C -2.0429 -0.2995 -1.2254
C 1.6845 -0.7728 1.9192
C 0.2231 0.7302 0.1599
N 0.8439 1.3495 -0.9148
O 0.3699 -1.5266 -1.0556
O -1.0717 -1.2452 1.0034
O 0.6895 -0.9925 2.7937
S -0.5464 -0.7473 -0.2784
H -2.2420 0.7776 -0.8850
H -1.7725 -0.4580 -2.3103
H -2.8466 -0.9503 -0.8730
H 1.5878 -1.4322 0.9439
H 2.6451 -0.5343 2.4210
H -0.1122 1.4164 0.9402
H 1.6387 0.9337 -1.3621
H 1.2016 2.2567 -0.7099
H -0.1806 -1.2564 2.3110
*
```


No. 8
ORCA calculation (ωB97M-V with the def2-TZVPD basis set) on a cluster of 3 separate species, CH3F2N2P in total at a distorted geometry.

Summary:
* HOMO level: -9.74 eV
* ΔE to the lowest compared entry with this formula, charge and spin: 37.8 kcal/mol
* SMILES: [H]/N=P/F.C#N.F

```
! RIJCOSX wB97M-V def2-TZVPD def2/J DEFGRID3
* xyz 0 1
H -2.6646 0.7208 -1.5337
N -1.9058 0.2990 -1.0021
P -2.3463 0.0406 0.5116
F -1.3665 -1.1837 0.8336
C 2.1411 -1.0626 -0.1025
N 1.6152 -0.0435 -0.0979
H 2.6272 -1.9836 -0.0855
F -0.1784 1.3673 0.8817
H 0.5895 1.0962 0.1677
*
```


Number 1: energy -77107.3476 eV. Number 2: energy -211129.9995 eV. Number 3: energy -147981.3414 eV. Number 4: energy -446170.2758 eV. Number 5: energy -36724.2668 eV. Number 6: energy -79062.2655 eV. Number 7: energy -21720.3591 eV. Number 8: energy -18788.8389 eV.